[1]
A single C17H22N2O2 molecule. Source: the OMol25 dataset; level of theory: ωB97M-V/def2-TZVPD.

Geometry as XYZ:
```
43
Properties=species:S:1:pos:R:3:nbo_charge:R:1
C 2.678 -4.663 -0.360 -0.4079
C 1.658 -3.921 0.023 -0.1494
C 1.777 -2.528 0.564 -0.4630
C 1.061 -1.569 -0.352 -0.0685
C 1.752 -0.888 -1.340 -0.2053
C 1.117 -0.016 -2.212 -0.0048
C 1.890 0.771 -3.222 -0.6388
C -0.254 0.149 -2.084 -0.1940
C -0.970 -0.521 -1.109 -0.2923
C -0.321 -1.380 -0.234 0.3335
O -0.940 -2.110 0.760 -0.5258
C -2.226 -1.759 1.194 -0.0790
C -2.246 -0.472 2.029 -0.0931
O -2.448 0.638 1.182 -0.5380
C -2.437 1.884 1.825 -0.0642
C -1.023 2.433 2.098 -0.2324
N -0.357 2.836 0.892 -0.3489
C -0.671 3.927 0.129 -0.1227
C 0.220 3.933 -0.904 -0.0884
N 1.066 2.877 -0.792 -0.4748
C 0.694 2.240 0.282 0.1876
H 2.547 -5.657 -0.754 0.1970
H 3.695 -4.310 -0.291 0.1858
H 0.644 -4.288 -0.057 0.1996
H 2.829 -2.249 0.649 0.2106
H 1.311 -2.494 1.552 0.2273
H 2.820 -1.035 -1.420 0.2063
H 2.853 0.310 -3.426 0.2071
H 1.334 0.862 -4.153 0.2094
H 2.056 1.772 -2.823 0.2497
H -0.774 0.823 -2.749 0.2099
H -2.030 -0.349 -1.029 0.2246
H -2.933 -1.660 0.363 0.1860
H -2.537 -2.596 1.826 0.1991
H -1.294 -0.395 2.572 0.1731
H -3.062 -0.522 2.767 0.1715
H -2.961 2.565 1.148 0.1981
H -2.989 1.830 2.775 0.1694
H -0.412 1.669 2.586 0.2150
H -1.111 3.294 2.770 0.2093
H -1.468 4.594 0.389 0.2120
H 0.308 4.629 -1.714 0.2058
H 1.155 1.345 0.650 0.2036
```

Properties
- relative energy (zero: lowest compared OMol25 entry of this formula, charge and spin) (kcal/mol) = 80.8
- SMILES = C=CCc1cc(C)ccc1OCCOCCn1ccnc1
- gap between HOMO and LUMO (eV) = 8.681
- electronic energy (Ha) = -920.9373
- HOMO energy (hartree) = -0.2925

---

[2]
A single C17H22N2O4 molecule at a distorted geometry. Source: the OMol25 dataset; level of theory: ωB97M-V/def2-TZVPD.

Geometry as XYZ:
```
45
Properties=species:S:1:pos:R:3:nbo_charge:R:1
C -4.194 2.285 4.255 -0.5830
C -3.774 1.396 3.271 -0.3988
C -2.437 0.938 3.482 -0.4108
C -1.805 -0.044 2.381 -0.0572
O -0.342 -0.279 2.682 -0.5874
C 0.187 -1.357 1.647 -0.0716
C 1.731 -1.654 1.958 -0.4106
C 2.331 -0.134 2.077 -0.1872
N 2.084 0.535 0.658 -0.6020
C 3.196 0.698 -0.251 0.6521
O 4.478 0.274 0.150 -0.6467
C 2.804 1.368 -1.391 -0.3789
N 2.085 0.749 -2.304 -0.4178
C 2.632 -0.031 -3.495 0.6841
O 3.805 0.254 -3.784 -0.4955
C 1.498 -0.725 -4.058 -0.1853
C 1.196 -1.309 -5.203 -0.0977
C 0.097 -2.093 -5.558 -0.1665
C -0.952 -1.749 -4.752 -0.2223
C -0.908 -1.280 -3.626 -0.1444
C 0.231 -0.581 -3.259 -0.0678
C 0.737 0.133 -2.103 0.6332
O -0.076 0.897 -1.240 -0.6111
H -4.058 1.865 5.119 0.2058
H -3.384 3.222 4.221 0.1858
H -5.207 2.724 3.862 0.2210
H -4.340 0.370 3.266 0.1855
H -3.759 1.566 2.045 0.1993
H -1.638 1.729 3.362 0.2031
H -2.272 0.284 4.227 0.2056
H -2.483 -0.805 2.293 0.1527
H -1.855 0.118 1.374 0.1664
H -0.353 -2.288 1.660 0.1678
H -0.257 -0.938 0.602 0.1873
H 1.662 -1.888 2.852 0.2105
H 2.007 -2.039 1.090 0.2277
H 3.317 -0.351 2.247 0.2191
H 1.988 0.481 2.853 0.2150
H 1.352 1.059 0.476 0.3949
H 2.382 2.276 -1.059 0.2419
H 3.710 1.676 -1.960 0.2782
H 2.270 -1.592 -5.916 0.2063
H -0.143 -2.529 -6.488 0.2372
H -1.748 -2.271 -4.867 0.2108
H -1.790 -0.962 -2.794 0.2506
```

Properties
- relative energy (zero: lowest compared OMol25 entry of this formula, charge and spin) (kcal/mol) = 364.7
- SMILES = CCCCOCCCNC(=O)CN1C(=O)c2ccccc2C1=O
- gap between HOMO and LUMO (eV) = 7.278
- electronic energy (Ha) = -1070.9604
- HOMO energy (hartree) = -0.3388

---

[3]
A single C17H22N2S molecule at a distorted geometry. Source: the OMol25 dataset; level of theory: ωB97M-V/def2-TZVPD.

Geometry as XYZ:
```
42
Properties=species:S:1:pos:R:3:nbo_charge:R:1
C -3.974 -2.914 -1.270 -0.7555
S -4.473 -2.311 0.382 0.1660
C -2.858 -2.174 1.270 -0.4954
C -1.809 -1.306 0.576 -0.2893
C -0.511 -1.319 1.343 -0.1918
C 0.306 -0.207 1.409 0.0696
C 1.613 -0.264 2.106 0.0296
C 2.076 -1.398 2.798 -0.2645
C 3.379 -1.458 3.364 -0.1774
C 4.241 -0.365 3.222 -0.2859
C 3.780 0.752 2.512 0.1931
C 2.473 0.797 1.983 -0.0809
C 2.199 2.046 1.287 -0.2507
C 3.642 2.590 1.117 -0.1938
N 4.454 1.903 2.160 -0.6021
C 1.239 1.676 0.134 -0.3877
C -0.057 1.108 0.749 -0.0950
N -1.195 0.932 -0.194 -0.4564
C -1.543 2.098 -1.019 -0.4092
C -2.339 0.108 0.314 -0.2047
H -3.561 -2.109 -1.893 0.2119
H -3.210 -3.710 -1.153 0.2165
H -4.831 -3.387 -1.801 0.2384
H -2.496 -3.196 1.400 0.2116
H -3.046 -1.771 2.258 0.2263
H -1.659 -1.777 -0.416 0.2140
H -0.242 -2.268 1.826 0.2038
H 1.498 -2.289 2.837 0.2010
H 3.740 -2.363 3.850 0.2135
H 5.259 -0.412 3.598 0.2103
H 1.681 2.739 1.954 0.2077
H 3.689 3.694 1.198 0.1982
H 3.963 2.355 0.145 0.1785
H 5.457 1.893 2.133 0.3916
H 1.672 0.997 -0.572 0.2178
H 0.973 2.624 -0.383 0.2094
H -0.456 1.798 1.495 0.1769
H -0.809 2.208 -1.809 0.1968
H -1.624 3.020 -0.427 0.1664
H -2.479 1.965 -1.573 0.2065
H -3.105 0.087 -0.496 0.2124
H -2.772 0.590 1.166 0.1723
```

Properties
- relative energy (zero: lowest compared OMol25 entry of this formula, charge and spin) (kcal/mol) = 11.9
- SMILES = CSC[C@@H]1C=C2c3cccc4c3[C@@H](CN4)C[C@H]2N(C)C1
- gap between HOMO and LUMO (eV) = 8.324
- electronic energy (Ha) = -1168.6536
- HOMO energy (hartree) = -0.2753

---

[4]
A single C17H22N4O5 molecule. Source: the OMol25 dataset; level of theory: ωB97M-V/def2-TZVPD.

Geometry as XYZ:
```
48
Properties=species:S:1:pos:R:3:nbo_charge:R:1
C 7.733 -0.938 2.251 -0.1850
C 7.127 -1.889 1.852 -0.0583
C 6.397 -3.056 1.366 -0.1518
O 4.993 -2.969 1.669 -0.4858
C 4.272 -2.198 0.844 0.7958
O 4.713 -1.639 -0.124 -0.5952
C 2.836 -2.129 1.293 -0.3226
N 2.092 -1.329 0.357 -0.6123
C 0.785 -1.062 0.564 0.6823
O 0.168 -1.524 1.508 -0.6333
C 0.145 -0.100 -0.428 -0.1274
C 0.505 1.340 -0.034 -0.3960
C -0.087 2.379 -0.977 -0.4192
C 0.339 3.785 -0.616 -0.0522
O -0.125 4.089 0.684 -0.5444
C 0.236 5.387 1.086 -0.2440
N -1.277 -0.345 -0.417 -0.6052
C -2.024 -0.286 -1.534 0.6511
O -1.596 0.013 -2.638 -0.6343
C -3.463 -0.681 -1.341 0.0377
C -4.222 -1.063 -2.440 0.0532
N -5.482 -1.458 -2.314 -0.3911
C -5.997 -1.472 -1.084 0.1841
C -7.423 -1.904 -0.934 -0.6423
C -5.221 -1.102 0.013 -0.0086
N -3.958 -0.720 -0.109 -0.3720
H 8.270 -0.091 2.606 0.2380
H 6.533 -3.165 0.291 0.2323
H 6.737 -3.956 1.871 0.2265
H 2.435 -3.143 1.369 0.2374
H 2.799 -1.708 2.300 0.2394
H 2.603 -0.942 -0.422 0.4248
H 0.504 -0.300 -1.441 0.2291
H 0.158 1.523 0.985 0.2249
H 1.596 1.435 -0.024 0.2011
H 0.215 2.170 -2.006 0.2185
H -1.177 2.325 -0.954 0.2156
H 1.436 3.876 -0.647 0.1549
H -0.071 4.505 -1.337 0.1682
H -0.157 5.543 2.089 0.1934
H 1.326 5.510 1.106 0.1625
H -0.186 6.144 0.415 0.1636
H -1.699 -0.645 0.450 0.4449
H -3.789 -1.041 -3.431 0.2215
H -7.731 -1.913 0.110 0.2147
H -8.077 -1.230 -1.488 0.2340
H -7.556 -2.902 -1.352 0.2344
H -5.634 -1.127 1.015 0.1976
```

Properties
- relative energy (zero: lowest compared OMol25 entry of this formula, charge and spin) (kcal/mol) = 45.0
- SMILES = C#CCOC(=O)CNC(=O)[C@H](CCCOC)NC(=O)c1cnc(C)cn1
- gap between HOMO and LUMO (eV) = 9.792
- electronic energy (Ha) = -1256.2028
- HOMO energy (hartree) = -0.3480

---

[5]
A molecular structure, C17H22N4O6S at a distorted geometry. Source: the OMol25 dataset; level of theory: ωB97M-V/def2-TZVPD.

Geometry as XYZ:
```
50
Properties=species:S:1:pos:R:3:nbo_charge:R:1
O -1.813 0.075 -2.707 -0.6522
O 5.047 -0.230 4.851 -0.8311
O 2.830 0.702 5.439 -0.8168
N -2.066 3.440 0.709 -0.1454
N -3.188 1.523 1.149 -0.5192
O -1.414 2.337 0.116 -0.2989
O 0.475 -0.275 -2.982 -0.5484
O 3.171 -1.918 5.526 -0.8070
C -0.709 -0.173 -2.266 0.9159
C -3.087 2.878 1.290 0.3214
C -2.141 1.245 0.434 0.5360
C 0.759 -0.990 3.996 -0.2381
C 1.975 -0.571 2.003 -0.2261
C -0.438 -1.052 3.259 -0.1642
C 1.976 -0.826 3.372 0.1298
C 0.769 -0.586 1.226 0.0751
C -0.443 -0.878 1.863 -0.0570
N -0.617 -0.303 -0.901 -0.4573
N 3.214 -0.983 4.044 -0.8376
C -4.069 3.669 2.102 -0.6488
C 0.736 -0.377 -0.303 -0.2554
C -0.378 -1.675 -4.843 -0.6447
C 1.924 -0.707 -4.824 -0.6173
C 0.005 0.813 -5.171 -0.6436
C 0.458 -0.445 -4.444 0.2758
C -1.696 -1.161 1.126 -0.4215
C -1.823 -0.176 -0.072 -0.0705
S 3.780 -0.423 5.544 2.2451
H 2.903 -1.806 4.578 0.4563
H 0.706 -1.072 5.071 0.2328
H 2.934 -0.443 1.477 0.2120
H -1.343 -1.194 3.800 0.2151
H 3.997 -0.668 3.491 0.4140
H -3.689 4.673 2.320 0.2356
H -5.010 3.789 1.608 0.2335
H -4.212 3.119 3.050 0.2327
H 1.252 -1.206 -0.780 0.2229
H 1.314 0.557 -0.569 0.2188
H -0.022 -2.039 -5.817 0.2168
H -0.214 -2.470 -4.094 0.2151
H -1.480 -1.455 -4.894 0.2352
H 2.039 -0.942 -5.906 0.2170
H 2.314 -1.565 -4.245 0.2138
H 2.539 0.131 -4.595 0.2150
H 0.616 1.640 -4.797 0.2156
H -1.055 0.995 -4.985 0.2389
H 0.171 0.736 -6.267 0.2174
H -2.569 -1.034 1.801 0.2414
H -1.683 -2.181 0.770 0.2298
H -2.747 -0.497 -0.553 0.2721
```

Properties
- relative energy (zero: lowest compared OMol25 entry of this formula, charge and spin) (kcal/mol) = 311.8
- gap between HOMO and LUMO (eV) = 5.559
- electronic energy (Ha) = -1729.2861
- HOMO energy (hartree) = -0.3223

---

[6]
A molecular structure, C17H23AlO3 at a distorted geometry. Source: the OMol25 dataset; level of theory: ωB97M-V/def2-TZVPD.

Geometry as XYZ:
```
44
Properties=species:S:1:pos:R:3:nbo_charge:R:1
Al -0.343 0.348 0.740 1.9743
C -2.079 1.248 -0.255 -0.4985
C -1.032 2.227 0.085 -0.5780
C -0.387 2.582 -1.158 -0.2363
H -1.035 2.854 0.982 0.2470
C -0.995 1.860 -2.201 -0.3150
C -2.030 1.071 -1.672 -0.2338
H -2.731 0.478 -2.247 0.2042
H -2.946 1.021 0.367 0.2401
H 0.347 3.377 -1.270 0.2089
H -0.763 1.974 -3.258 0.1972
C -1.091 -2.417 0.951 -0.3198
C -2.103 -2.592 -0.132 -0.4599
C -1.598 -2.125 -1.326 -0.2872
H -3.070 -3.066 0.045 0.1785
C -0.282 -1.637 -1.140 -0.3325
C 0.034 -1.638 0.255 -0.7495
H 1.037 -1.796 0.654 0.2410
H -0.782 -3.323 1.491 0.1344
H -2.127 -2.130 -2.277 0.1828
H 0.385 -1.312 -1.939 0.2104
O 1.004 0.882 1.722 -1.0177
C 3.174 0.524 -0.782 -0.3591
C 3.219 1.462 0.349 -0.4706
C 2.695 0.943 -2.106 -0.6080
C 3.588 -0.878 -0.575 -0.6146
C 2.098 1.746 1.474 -0.0817
H 3.432 2.465 -0.058 0.1528
H 4.126 1.229 0.929 0.1389
H 2.658 1.806 2.423 0.1240
H 1.711 2.752 1.239 0.1125
H 3.508 0.913 -2.859 0.1036
H 2.300 1.967 -2.084 0.1879
H 1.898 0.287 -2.502 0.1669
H 4.619 -1.059 -0.938 0.1026
H 2.944 -1.607 -1.094 0.1779
H 3.577 -1.117 0.497 0.1903
C -4.007 -1.429 2.720 -0.3039
O -2.726 -2.154 2.690 -0.5274
C -1.785 -1.562 1.992 0.7657
O -1.550 -0.330 2.075 -0.7974
H -3.889 -0.532 3.348 0.1840
H -4.706 -2.149 3.152 0.1705
H -4.299 -1.159 1.695 0.1946
```

Properties
- charge = -2
- gap between HOMO and LUMO (spin up / spin down) (eV) = 2.641 / 2.750
- electronic energy (Ha) = -1129.5479
- HOMO energy (spin up / spin down) (hartree) = 0.0848 / 0.0849

---

[7]
A molecular structure, C17H23B2Br4CrMnN5O26 at a distorted geometry. Source: the OMol25 dataset; level of theory: ωB97M-V/def2-TZVPD.

Geometry as XYZ:
```
79
Properties=species:S:1:pos:R:3:mulliken_spin:R:1
Mn -26.885 6.010 12.225 4.8830
Cr -29.815 11.232 5.186 4.9106
O -29.527 9.223 5.959 0.0014
C -29.316 8.032 6.288 -0.0009
O -29.710 7.449 7.383 -0.0045
B -29.012 6.159 7.446 0.0072
O -28.447 5.953 6.056 0.0001
C -28.490 7.009 5.457 0.0073
O -27.991 7.292 4.327 0.0018
O -29.940 5.003 7.727 0.0020
C -29.626 4.462 8.904 0.0038
O -30.230 3.576 9.534 0.0006
C -28.438 5.171 9.410 -0.0028
O -28.047 6.108 8.556 -0.0087
O -27.932 4.928 10.491 0.0255
O -26.237 7.329 10.712 0.0221
C -25.976 8.259 9.919 0.0217
O -26.715 9.381 9.633 -0.0040
B -26.037 10.063 8.571 0.0096
O -24.710 9.432 8.422 0.0126
C -24.614 8.349 9.098 -0.0105
O -23.645 7.545 9.211 -0.0019
O -26.743 10.033 7.274 0.0309
C -27.192 11.239 6.996 -0.0163
O -27.975 11.538 6.091 0.0171
C -26.605 12.242 8.065 0.0008
O -25.920 11.501 8.864 0.0024
O -26.850 13.441 8.114 0.0037
Br -22.862 8.566 4.264 0.0000
C -22.199 9.217 6.079 -0.0001
C -22.189 10.630 6.402 -0.0002
Br -21.441 10.907 8.252 0.0000
H -21.250 8.700 6.220 0.0000
H -22.761 8.711 6.864 0.0002
H -23.177 11.090 6.377 0.0000
H -21.649 11.278 5.713 0.0000
Br -21.387 14.636 10.151 0.0000
C -22.355 15.413 8.601 0.0000
C -23.846 15.274 8.882 -0.0001
Br -24.946 16.258 7.552 0.0000
H -22.099 14.830 7.716 0.0000
H -22.170 16.478 8.460 0.0000
H -24.080 15.530 9.915 0.0000
H -24.221 14.250 8.856 0.0001
C -20.593 7.134 9.308 -0.0001
N -20.577 6.020 10.306 0.0000
O -19.870 6.097 11.294 0.0000
O -21.349 5.033 10.072 0.0000
H -21.226 6.718 8.524 0.0000
H -19.616 7.397 8.903 0.0000
H -21.060 8.013 9.751 0.0000
C -29.369 15.340 6.965 0.0058
N -30.463 14.439 7.289 0.0042
O -31.477 14.887 7.837 0.0069
O -30.320 13.248 7.179 -0.0067
H -29.852 16.247 6.602 -0.0008
H -28.711 14.954 6.187 -0.0007
H -28.894 15.518 7.930 -0.0007
C -27.330 10.233 12.933 0.0001
N -26.687 9.078 13.659 -0.0031
O -26.044 9.238 14.669 0.0152
O -26.953 7.950 13.286 0.0206
H -28.368 10.337 13.251 0.0001
H -27.273 10.206 11.845 0.0000
H -26.842 11.177 13.174 0.0002
C -23.725 7.046 14.897 0.0022
N -23.737 6.842 13.437 -0.0041
O -22.734 7.086 12.848 0.0103
O -24.819 6.400 12.993 0.0205
H -24.344 6.356 15.470 -0.0001
H -23.962 8.087 15.116 -0.0001
H -22.665 6.960 15.140 -0.0001
C -26.312 9.488 3.118 0.0029
N -27.659 9.865 2.724 0.0033
O -28.349 10.387 3.582 -0.0083
O -28.026 9.519 1.596 0.0194
H -25.773 10.376 2.788 -0.0006
H -26.049 8.652 2.470 0.0013
H -26.327 9.311 4.193 -0.0023
```

Properties
- charge = +1
- 2S+1 = 11
- gap between HOMO and LUMO (spin up / spin down) (eV) = 3.891 / 6.362
- electronic energy (Ha) = -15432.4882
- HOMO energy (spin up / spin down) (hartree) = -0.3312 / -0.4399

---

[8]
A single C17H23BN2O4 molecule at a distorted geometry. Source: the OMol25 dataset; level of theory: ωB97M-V/def2-TZVPD.

Geometry as XYZ:
```
47
Properties=species:S:1:pos:R:3:nbo_charge:R:1
C -1.552 -4.786 -1.473 -0.7019
C -1.716 -3.337 -1.460 0.1580
C -1.785 -2.135 -1.786 -0.1568
C -1.537 -0.833 -2.186 0.5790
O -2.029 0.079 -1.537 -0.5950
N -0.713 -0.474 -3.314 -0.4353
C -0.090 -1.332 -4.225 -0.4250
C -0.417 1.009 -3.500 -0.3157
C 0.844 1.218 -2.721 0.6586
O 1.895 1.390 -3.292 -0.6166
N 0.783 1.230 -1.326 -0.6202
C 1.949 1.035 -0.557 -0.4414
C 1.922 1.714 0.823 -0.4019
C 0.810 1.293 1.796 -0.0442
C 0.195 0.055 1.716 -0.2325
C -0.868 -0.300 2.459 -0.2097
C -1.486 0.640 3.326 0.0065
C -2.697 0.358 4.205 -0.6277
C -0.790 1.848 3.541 -0.2546
C 0.388 2.157 2.862 0.0941
C 1.144 3.428 3.126 -0.6621
B 2.204 -0.471 -0.270 1.1278
O 1.280 -1.430 -0.793 -0.9314
O 3.193 -0.971 0.526 -0.8740
H -2.479 -5.245 -1.125 0.2478
H -1.277 -5.055 -2.437 0.2431
H -0.731 -5.229 -0.918 0.2537
H 0.667 -1.838 -3.532 0.1843
H 0.634 -0.799 -4.848 0.2415
H -0.730 -2.082 -4.612 0.2147
H -0.214 1.294 -4.577 0.2405
H -1.241 1.454 -2.986 0.2593
H -0.029 0.741 -1.003 0.4069
H 2.794 1.473 -1.089 0.2674
H 1.810 2.745 0.700 0.2164
H 2.903 1.360 1.305 0.2338
H 0.446 -0.661 0.958 0.2139
H -1.258 -1.249 2.195 0.2067
H -3.544 0.047 3.568 0.2180
H -3.032 1.323 4.621 0.2109
H -2.505 -0.322 4.980 0.2174
H -0.988 2.431 4.404 0.2008
H 0.959 4.195 2.355 0.2188
H 0.918 3.952 4.057 0.2197
H 2.215 3.173 3.083 0.2174
H 0.766 -1.162 -1.547 0.4909
H 2.984 -1.931 0.504 0.4979
```

Properties
- relative energy (zero: lowest compared OMol25 entry of this formula, charge and spin) (kcal/mol) = 78.2
- SMILES = CC#CC(=O)N(C)CC(=O)N[C@@H](Cc1ccc(C)cc1C)B(O)O
- gap between HOMO and LUMO (eV) = 8.564
- electronic energy (Ha) = -1096.9174
- HOMO energy (hartree) = -0.3047

---

- Which formula does entry 4 have?
  C17H22N4O5

---

- The lowest electronic energy belongs to which entry?
  C17H23B2Br4CrMnN5O26

---

- Which of these has the highest electronic energy?
  C17H22N2O2